Entry 1:
7 unconnected molecules or ions with the total composition C18H40Cl10O4 in a non-equilibrium geometry. Source: OMol25; level of theory: the ωB97M-V functional and the def2-TZVPD basis.

The structure (SMILES) is COCCOC.COCCOC.ClCCCl.ClCCCl.ClCCCl.ClCCCl.ClCCCl. As for the total charge: 0.

```
72
C18H40Cl10O4 the ωB97M-V functional and the def2-TZVPD basis
Cl 24.10 -1.87 6.42
Cl 25.28 -5.88 11.02
Cl 27.19 -1.36 0.48
Cl 24.01 -2.59 11.78
Cl 27.41 3.45 8.16
Cl 27.32 -3.88 14.37
Cl 26.07 -0.40 10.81
Cl 28.03 1.38 5.56
Cl 26.15 -3.28 8.79
Cl 26.95 -2.60 3.60
O 21.58 -0.84 -0.68
O 32.33 -4.45 9.37
O 22.96 -1.67 1.83
O 29.71 -2.91 8.74
C 26.43 -5.04 12.04
C 31.04 -4.77 9.93
C 23.57 -1.37 10.55
C 33.43 -4.99 10.12
C 23.50 -1.78 3.09
C 29.89 -4.32 8.96
C 24.33 -0.05 10.73
C 26.08 -4.90 13.55
C 26.94 2.73 5.45
C 22.90 -0.42 -0.35
C 26.91 -3.58 2.15
C 23.05 -0.32 1.19
C 26.66 -2.32 7.40
C 27.81 -2.96 1.04
C 25.62 -1.22 7.00
C 26.22 3.02 6.84
C 21.43 -1.52 -1.90
C 29.46 -2.16 9.95
H 26.05 -0.73 6.12
H 26.47 -4.06 11.57
H 27.14 -4.59 2.48
H 21.96 -1.00 -2.70
H 23.08 0.54 -0.84
H 28.76 -2.77 1.54
H 25.55 2.24 7.21
H 25.35 -0.53 7.79
H 33.22 -5.93 10.64
H 20.40 -1.80 -2.11
H 26.83 -3.00 6.57
H 25.87 -3.54 1.82
H 22.93 -1.23 3.84
H 22.51 -1.27 10.79
H 27.64 3.53 5.21
H 30.99 -4.29 10.90
H 30.02 -4.81 7.99
H 28.79 -2.61 10.68
H 26.27 2.62 4.59
H 33.85 -4.36 10.90
H 28.96 -4.75 9.34
H 25.51 3.81 6.62
H 27.60 -1.86 7.73
H 23.65 -1.14 -0.69
H 23.74 -1.83 9.58
H 24.08 0.70 9.97
H 26.02 -5.87 14.05
H 34.31 -5.20 9.50
H 22.26 0.29 1.63
H 30.41 -2.10 10.49
H 24.52 -1.41 3.04
H 23.98 0.18 1.48
H 31.05 -5.86 10.04
H 23.63 -2.81 3.42
H 29.10 -1.15 9.75
H 27.97 -3.59 0.17
H 24.03 0.35 11.69
H 22.01 -2.43 -1.83
H 25.13 -4.37 13.53
H 27.44 -5.46 12.00
```

Partial charges, Mulliken, in e: atom 1 (Cl): -0.248, atom 2 (Cl): -0.153, atom 3 (Cl): -0.171, atom 4 (Cl): -0.112, atom 5 (Cl): -0.180, atom 6 (Cl): -0.202, atom 7 (Cl): -0.098, atom 8 (Cl): -0.159, atom 9 (Cl): -0.090, atom 10 (Cl): -0.070, atom 11 (O): -0.324, atom 12 (O): -0.330, atom 13 (O): -0.398, atom 14 (O): -0.353, atom 15 (C): -0.195, atom 16 (C): -0.517, atom 17 (C): -0.332, atom 18 (C): -0.787, atom 19 (C): -0.658, atom 20 (C): -0.411, atom 21 (C): -0.514, atom 22 (C): -0.291, atom 23 (C): -0.548, atom 24 (C): -0.571, atom 25 (C): -0.586, atom 26 (C): -0.534, atom 27 (C): -0.414, atom 28 (C): -0.421, atom 29 (C): 0.176, atom 30 (C): -0.271, atom 31 (C): -0.752, atom 32 (C): -0.772, atom 33 (H): 0.111, atom 34 (H): -0.059, atom 35 (H): 0.365, atom 36 (H): 0.313, atom 37 (H): 0.357, atom 38 (H): 0.299, atom 39 (H): 0.161, atom 40 (H): -0.049, atom 41 (H): 0.306, atom 42 (H): 0.260, atom 43 (H): 0.278, atom 44 (H): 0.244, atom 45 (H): 0.305, atom 46 (H): 0.388, atom 47 (H): 0.367, atom 48 (H): 0.338, atom 49 (H): 0.348, atom 50 (H): 0.233, atom 51 (H): 0.311, atom 52 (H): 0.297, atom 53 (H): 0.226, atom 54 (H): 0.335, atom 55 (H): 0.192, atom 56 (H): 0.350, atom 57 (H): 0.018, atom 58 (H): 0.291, atom 59 (H): 0.369, atom 60 (H): 0.269, atom 61 (H): 0.339, atom 62 (H): 0.396, atom 63 (H): 0.227, atom 64 (H): 0.395, atom 65 (H): 0.467, atom 66 (H): 0.391, atom 67 (H): 0.285, atom 68 (H): 0.336, atom 69 (H): 0.376, atom 70 (H): 0.314, atom 71 (H): 0.169, atom 72 (H): 0.366


Entry 2:
7 unconnected molecules or ions with the total composition C18H40Cl6N4O4 in a non-equilibrium geometry. Source: OMol25; level of theory: the ωB97M-V functional and the def2-TZVPD basis.

The structure (SMILES) is CNC(C)=O.CNC(C)=O.CNC(C)=O.CNC(C)=O.ClCCCl.ClCCCl.ClCCCl. As for the total charge: 0.

```
72
C18H40Cl6N4O4 the ωB97M-V functional and the def2-TZVPD basis
Cl -21.02 4.69 1.91
Cl -16.78 3.59 4.12
Cl -24.12 -0.58 -0.01
Cl -21.38 -2.71 0.15
Cl -14.47 4.90 6.46
Cl -20.25 0.88 3.45
O -15.86 6.83 1.83
O -25.91 4.70 4.89
O -26.66 3.60 0.22
O -25.65 6.73 0.23
N -18.08 6.69 2.37
N -27.11 1.50 1.00
N -25.25 8.79 1.14
N -25.37 6.90 4.73
C -17.19 5.06 0.89
C -17.10 4.54 5.57
C -24.88 7.54 0.78
C -28.51 1.50 0.71
C -21.50 -1.12 -0.64
C -26.55 9.48 0.79
C -21.15 3.09 2.48
C -16.10 5.57 6.07
C -23.61 5.32 5.06
C -18.07 7.87 3.29
C -26.35 2.59 0.93
C -24.98 2.56 1.54
C -16.95 6.27 1.74
C -25.09 5.61 4.86
C -26.78 7.45 4.83
C -23.50 6.96 1.13
C -19.84 2.44 2.80
C -22.37 -0.17 0.13
H -21.95 -1.22 -1.63
H -22.18 0.86 -0.18
H -24.72 7.59 4.37
H -16.46 5.95 7.03
H -18.02 5.09 5.36
H -26.46 9.97 -0.18
H -19.02 7.88 3.83
H -26.79 10.20 1.56
H -29.01 0.61 1.09
H -17.36 7.80 4.11
H -16.92 4.33 1.65
H -17.98 8.80 2.73
H -21.69 2.47 1.76
H -28.96 2.35 1.21
H -17.28 3.79 6.34
H -23.27 5.59 6.06
H -26.63 0.62 1.04
H -16.54 5.23 0.03
H -24.70 3.55 1.90
H -20.51 -0.75 -0.90
H -22.99 7.60 1.86
H -28.61 1.73 -0.35
H -23.62 5.91 1.41
H -24.78 1.78 2.28
H -27.46 6.84 5.41
H -24.66 9.22 1.84
H -21.71 3.13 3.42
H -19.26 2.96 3.56
H -26.58 8.39 5.34
H -24.22 2.39 0.78
H -22.08 -0.04 1.17
H -18.20 4.98 0.50
H -22.87 6.77 0.26
H -18.95 6.34 1.99
H -22.93 5.95 4.50
H -23.43 4.25 4.90
H -19.25 2.32 1.90
H -16.10 6.38 5.34
H -27.33 8.73 0.64
H -27.16 7.33 3.81
```

Partial charges, Mulliken, in e: atom 1 (Cl): -0.175, atom 2 (Cl): -0.188, atom 3 (Cl): -0.177, atom 4 (Cl): -0.185, atom 5 (Cl): -0.192, atom 6 (Cl): -0.207, atom 7 (O): -0.660, atom 8 (O): -0.647, atom 9 (O): -0.616, atom 10 (O): -0.606, atom 11 (N): 0.120, atom 12 (N): -0.102, atom 13 (N): -0.200, atom 14 (N): -0.162, atom 15 (C): -0.629, atom 16 (C): -0.459, atom 17 (C): 0.425, atom 18 (C): -0.871, atom 19 (C): -0.487, atom 20 (C): -0.887, atom 21 (C): 0.050, atom 22 (C): -0.318, atom 23 (C): -0.966, atom 24 (C): -0.856, atom 25 (C): 0.250, atom 26 (C): -0.325, atom 27 (C): 0.621, atom 28 (C): 0.672, atom 29 (C): -0.891, atom 30 (C): -0.354, atom 31 (C): 0.278, atom 32 (C): -0.241, atom 33 (H): 0.333, atom 34 (H): 0.239, atom 35 (H): 0.245, atom 36 (H): 0.326, atom 37 (H): 0.218, atom 38 (H): 0.308, atom 39 (H): 0.326, atom 40 (H): 0.325, atom 41 (H): 0.345, atom 42 (H): 0.202, atom 43 (H): -0.027, atom 44 (H): 0.334, atom 45 (H): -0.241, atom 46 (H): 0.265, atom 47 (H): 0.464, atom 48 (H): 0.412, atom 49 (H): 0.225, atom 50 (H): 0.329, atom 51 (H): -0.011, atom 52 (H): 0.349, atom 53 (H): 0.313, atom 54 (H): 0.300, atom 55 (H): -0.230, atom 56 (H): 0.452, atom 57 (H): 0.281, atom 58 (H): 0.240, atom 59 (H): 0.172, atom 60 (H): -0.220, atom 61 (H): 0.356, atom 62 (H): 0.050, atom 63 (H): 0.179, atom 64 (H): 0.268, atom 65 (H): 0.393, atom 66 (H): 0.039, atom 67 (H): 0.221, atom 68 (H): 0.192, atom 69 (H): 0.322, atom 70 (H): 0.108, atom 71 (H): 0.300, atom 72 (H): 0.283


Entry 3:
A molecular structure, C18H40F6N5Na2O12S6 in a non-equilibrium geometry. Source: OMol25; level of theory: the ωB97M-V functional and the def2-TZVPD basis.

As for the total charge: 0. The multiplicity is 2.

```
89
C18H40F6N5Na2O12S6 the ωB97M-V functional and the def2-TZVPD basis
S -2.96 -1.39 0.29
S -1.72 -3.21 -0.31
S 2.24 1.26 2.15
S -0.82 1.26 -3.43
S 0.61 2.97 -2.83
S 3.06 0.70 0.03
Na -0.19 0.42 -0.38
Na 0.18 -1.34 1.91
F -1.30 -0.16 -2.69
F -0.17 -3.63 -0.06
F -2.82 0.12 0.65
F 2.24 0.20 -1.32
F 1.02 3.74 -1.45
F 1.18 0.65 3.21
O 4.15 -0.23 -0.01
O 0.12 0.75 -4.43
O 1.89 2.66 2.09
O -3.65 -1.19 -1.00
O -2.32 -4.17 0.58
O -1.89 -3.44 -1.75
O -3.79 -1.88 1.44
O 3.38 2.09 -0.37
O -0.16 4.07 -3.46
O 3.44 0.80 2.84
O 1.95 2.60 -3.29
O -2.10 1.73 -3.91
N -1.46 -1.63 0.26
N 1.68 0.33 1.05
N -0.30 1.98 -2.05
N 3.52 -4.12 -0.28
N -3.67 4.05 0.76
C -2.77 3.48 1.91
C -7.30 3.26 2.27
C -3.24 5.44 0.27
C -5.13 4.26 1.33
C -1.26 3.55 1.60
C 4.52 -3.55 0.79
C 1.13 -2.19 -2.85
C -5.90 2.99 1.74
C -0.87 4.98 1.20
C 5.28 -4.68 1.58
C 2.45 -4.89 0.55
C 2.94 -2.88 -1.11
C -1.69 5.47 -0.03
C 5.10 -6.20 -0.49
C 2.12 -3.24 -2.33
C 4.25 -5.10 -1.25
C -3.64 3.09 -0.47
C 5.97 -5.61 0.62
H -7.63 2.36 2.78
H -1.46 6.51 -0.27
H 4.69 -5.16 2.36
H 4.96 -4.50 -1.82
H 0.63 -1.78 -1.97
H -7.33 3.99 3.09
H 1.69 -1.40 -3.35
H 2.38 -2.29 -0.38
H 1.57 -4.18 -2.26
H -4.28 3.50 -1.25
H 6.34 -6.46 1.19
H -0.97 5.74 1.98
H -5.02 4.95 2.18
H 0.42 -2.69 -3.51
H 2.87 -5.61 1.26
H -1.04 2.76 0.88
H -5.31 2.31 2.37
H -1.46 4.91 -0.93
H -0.65 3.34 2.48
H -3.05 3.96 2.85
H 3.88 -2.86 1.34
H 6.88 -5.14 0.26
H 5.75 -6.72 -1.18
H 1.68 -5.36 -0.06
H -8.08 3.39 1.53
H 3.48 -5.52 -1.89
H -2.67 2.94 -0.93
H -3.97 2.11 -0.11
H -5.65 4.91 0.63
H -3.49 6.10 1.10
H 0.20 5.05 1.05
H 5.23 -2.94 0.22
H 2.02 -4.07 1.12
H 2.81 -3.42 -3.15
H -6.11 2.46 0.80
H 3.82 -2.31 -1.41
H 4.35 -6.91 -0.14
H -2.99 2.42 2.07
H 6.09 -4.21 2.13
H -3.89 5.62 -0.58
```

Partial charges, Mulliken, in e: atom 1 (S): 0.752, atom 2 (S): 0.888, atom 3 (S): 0.846, atom 4 (S): 0.935, atom 5 (S): 0.916, atom 6 (S): 0.892, atom 7 (Na): 1.237, atom 8 (Na): 1.037, atom 9 (F): -0.243, atom 10 (F): -0.176, atom 11 (F): -0.135, atom 12 (F): -0.220, atom 13 (F): -0.287, atom 14 (F): -0.375, atom 15 (O): -0.597, atom 16 (O): -0.553, atom 17 (O): -0.546, atom 18 (O): -0.610, atom 19 (O): -0.611, atom 20 (O): -0.579, atom 21 (O): -0.649, atom 22 (O): -0.631, atom 23 (O): -0.668, atom 24 (O): -0.737, atom 25 (O): -0.540, atom 26 (O): -0.635, atom 27 (N): -0.061, atom 28 (N): -0.298, atom 29 (N): -0.154, atom 30 (N): 0.391, atom 31 (N): 0.362, atom 32 (C): -0.937, atom 33 (C): -1.480, atom 34 (C): -0.836, atom 35 (C): -0.829, atom 36 (C): 0.331, atom 37 (C): -0.834, atom 38 (C): -0.949, atom 39 (C): -0.147, atom 40 (C): -1.112, atom 41 (C): -0.765, atom 42 (C): -1.053, atom 43 (C): 0.042, atom 44 (C): -0.275, atom 45 (C): -0.741, atom 46 (C): -0.962, atom 47 (C): -0.790, atom 48 (C): -1.072, atom 49 (C): -0.633, atom 50 (H): 0.402, atom 51 (H): 0.447, atom 52 (H): 0.371, atom 53 (H): 0.415, atom 54 (H): -0.289, atom 55 (H): 0.366, atom 56 (H): 0.495, atom 57 (H): -0.209, atom 58 (H): 0.445, atom 59 (H): 0.364, atom 60 (H): 0.349, atom 61 (H): 0.400, atom 62 (H): 0.494, atom 63 (H): 0.359, atom 64 (H): 0.514, atom 65 (H): -0.523, atom 66 (H): 0.388, atom 67 (H): -0.058, atom 68 (H): 0.594, atom 69 (H): 0.460, atom 70 (H): 0.606, atom 71 (H): 0.316, atom 72 (H): 0.421, atom 73 (H): 0.346, atom 74 (H): 0.363, atom 75 (H): 0.468, atom 76 (H): 0.451, atom 77 (H): 0.304, atom 78 (H): 0.439, atom 79 (H): 0.470, atom 80 (H): 0.490, atom 81 (H): 0.505, atom 82 (H): 0.216, atom 83 (H): 0.452, atom 84 (H): 0.234, atom 85 (H): 0.681, atom 86 (H): 0.337, atom 87 (H): 0.335, atom 88 (H): 0.368, atom 89 (H): 0.506


One value per record, in order, for E: -5612.5850; -3990.9651; -5199.1994 hartree.